1.
This record from the Open Molecules 2025 dataset describes 10 unconnected molecules or ions with the total composition H18NO12 at a distorted geometry. The level of theory is wB97M-V/def2-TZVPD.

Atoms and positions in Å:
N (-0.54, 0.79, 0.59)
O (0.30, 1.65, 0.25)
O (-0.32, 0.08, 1.56)
O (-1.34, 0.38, -0.25)
O (-4.13, -1.01, -0.76)
H (-3.52, -0.32, -0.54)
H (-4.32, -1.55, 0.01)
O (0.26, -1.36, 3.72)
H (-0.08, -0.85, 2.98)
H (0.36, -0.64, 4.34)
O (2.85, 0.98, 0.90)
H (1.93, 1.10, 0.98)
H (3.13, 0.51, 1.70)
O (0.43, -0.46, -2.47)
H (0.09, 0.34, -2.10)
H (0.56, -0.15, -3.40)
O (2.71, 3.09, -0.98)
H (3.68, 3.17, -0.85)
H (2.42, 2.84, -0.14)
O (-0.94, -2.80, 0.95)
H (-1.13, -1.91, 0.61)
H (-1.46, -3.10, 1.68)
O (1.87, -1.96, 1.32)
H (0.92, -1.91, 1.17)
H (1.95, -1.76, 2.26)
O (-0.01, 2.83, -2.20)
H (0.96, 2.81, -2.23)
H (-0.28, 2.60, -1.32)
O (-2.26, -1.12, -2.90)
H (-1.37, -0.99, -2.77)
H (-2.71, -1.26, -2.11)

Largest force on an atom ... 4.17 eV/Å
Charge ... -1
Kohn-Sham gap ... 9.817 eV
Energy ... -26351.5556 eV

=====

2.
This record from the Open Molecules 2025 dataset describes 2 unconnected molecules or ions with the total composition C14H16O at a distorted geometry. The level of theory is wB97M-V/def2-TZVPD.

Atoms and positions in Å:
C (3.37, -0.29, -0.33)
C (2.02, -0.51, -0.99)
C (1.20, -1.53, -0.52)
C (0.05, -1.86, -1.20)
C (-0.29, -1.13, -2.33)
O (-1.43, -1.52, -2.98)
C (0.44, -0.01, -2.72)
C (1.60, 0.31, -2.02)
H (4.04, -1.05, -0.70)
H (3.30, -0.44, 0.75)
H (3.67, 0.71, -0.49)
H (1.48, -2.02, 0.41)
H (-0.60, -2.68, -0.92)
H (-1.44, -1.22, -3.89)
H (0.03, 0.57, -3.54)
H (2.29, 1.02, -2.45)
C (-0.29, 2.34, 0.08)
C (-0.85, 1.50, 1.19)
C (-0.34, 1.72, 2.48)
C (-0.70, 0.95, 3.57)
C (-1.58, -0.12, 3.40)
C (-2.04, -0.37, 2.11)
C (-1.58, 0.34, 1.00)
H (-0.75, 3.33, 0.10)
H (-0.60, 2.01, -0.91)
H (0.78, 2.45, 0.08)
H (0.43, 2.47, 2.61)
H (-0.16, 1.14, 4.48)
H (-1.83, -0.82, 4.18)
H (-2.74, -1.16, 1.88)
H (-1.86, -0.01, 0.02)

Largest force on an atom ... 1.94 eV/Å
SMILES ... Cc1ccc(O)cc1.Cc1ccccc1
Kohn-Sham gap ... 9.254 eV
Energy ... -16824.7076 eV